No. 1
A cluster of 6 separate species, C14H28FN3O13S2 in total in a non-equilibrium geometry. Source: OMol25; level of theory: ωB97M-V/def2-TZVPD.

Geometry as XYZ:
```
61
Properties=species:S:1:pos:R:3:forces:R:3
O 0.1613 5.3679 -4.0541 -0.35 -0.03 -0.60
C 0.7691 5.4146 -3.0482 -0.19 -0.03 -0.04
O 0.4622 6.1954 -1.9944 0.34 -0.34 0.29
C 1.2963 5.7845 -0.8974 0.01 -0.17 -0.38
C 2.4711 5.1424 -1.6166 -0.23 1.37 0.12
F 3.0140 4.1621 -0.8595 0.03 -0.24 -0.50
O 1.9040 4.6863 -2.8258 0.17 -0.30 0.54
H 1.5803 6.6593 -0.3240 -0.11 -0.06 0.17
H 0.7986 4.9994 -0.3337 -0.12 0.27 0.29
H 3.2062 5.9092 -1.8800 0.49 -0.47 0.18
C 3.7036 0.1708 3.5077 -0.50 -0.58 -0.20
N 3.2282 1.5050 3.0690 -0.16 -0.24 0.35
O 3.0731 2.3389 3.9264 0.00 0.38 0.25
O 2.9853 1.6612 1.8956 -0.02 -0.02 -0.66
H 2.9696 -0.5620 3.1705 -0.08 0.16 -0.08
H 3.7192 0.1666 4.5894 0.45 0.05 0.00
H 4.6280 -0.0613 2.9887 0.20 0.19 0.27
C 1.1709 1.3176 -1.3835 -0.91 0.22 -0.22
N -0.1210 1.8535 -0.8425 -0.49 -0.38 0.00
O -0.9717 1.0324 -0.5454 0.22 0.10 0.18
O -0.2683 3.0520 -0.7385 0.20 -0.07 -0.01
H 1.4320 2.0023 -2.1855 0.52 0.03 0.25
H 0.9168 0.3438 -1.7859 0.19 -0.12 0.11
H 1.8432 1.2632 -0.5321 0.28 0.16 -0.20
C -4.2788 0.9735 -0.0999 -0.10 -0.02 0.13
N -3.6974 0.1748 -1.2219 -0.86 -0.19 0.37
O -3.6323 -1.0239 -1.0416 0.44 -0.22 -0.08
O -3.4150 0.7454 -2.2463 0.24 0.23 -0.14
H -5.1648 1.4765 -0.4776 0.20 0.20 -0.18
H -3.5157 1.6686 0.2366 -0.05 0.10 -0.11
H -4.5851 0.2955 0.6896 0.24 -0.14 -0.03
O -1.0046 -4.7899 -0.2325 -0.27 0.35 -0.50
S -1.0426 -4.5835 -1.6707 0.31 -0.50 0.57
O -2.1433 -5.1064 -2.4495 0.49 0.13 0.21
C -0.7808 -2.8459 -2.0934 0.08 -0.06 0.63
C 0.6562 -2.8067 -2.6003 -0.11 0.12 -0.74
C 0.9065 -4.1363 -3.3446 1.04 -0.01 0.43
C 0.5469 -5.1816 -2.3315 -1.06 -0.53 0.61
H -0.9596 -2.3237 -1.1546 0.03 0.24 -0.14
H -1.5250 -2.5463 -2.8263 0.02 -0.07 -0.06
H 0.8611 -1.9631 -3.2617 -0.27 0.05 0.00
H 1.3946 -2.7298 -1.7993 -0.21 -0.10 0.22
H 1.9920 -4.1981 -3.4642 -0.19 -0.08 -0.80
H 0.3439 -4.2708 -4.2664 0.15 0.31 -0.10
H 1.3040 -5.2202 -1.5486 -0.31 0.12 0.27
H 0.3017 -6.2094 -2.6011 0.27 0.11 -0.57
O -1.6042 -3.0356 4.1457 -0.01 0.07 0.11
S -2.1845 -2.0140 3.3152 0.33 0.87 -0.73
O -3.6002 -2.0001 3.0404 0.33 0.00 0.11
C -1.6278 -0.3603 3.9308 -0.02 -0.26 -0.72
C -0.4996 0.0712 2.9754 -0.33 1.58 -0.01
C 0.0055 -1.0840 2.1461 0.68 -1.18 1.14
C -1.2027 -1.9468 1.7680 0.19 0.65 -0.07
H -1.3553 -0.4410 4.9791 0.08 -0.20 -0.03
H -2.4245 0.3676 3.8026 -0.37 -0.36 0.29
H -0.9146 0.8551 2.3287 -0.15 -0.35 -0.26
H 0.2601 0.6627 3.4966 0.27 -0.57 0.17
H 0.6339 -1.6967 2.8090 -0.01 -0.07 -0.06
H 0.6840 -0.7950 1.3443 -0.45 0.13 -0.34
H -0.9540 -2.9562 1.4473 -0.12 -0.09 0.14
H -1.7500 -1.4310 0.9763 -0.45 -0.16 0.18
```
Positions in Å, forces in eV/Å.

## Properties
* HOMO-LUMO gap: 9.98 eV
* largest force on an atom: 0.0344 Eh/bohr
* E_HOMO: -10.30 eV

***

No. 2
A structure of composition C14H28ILiNO5S in a non-equilibrium geometry. Source: OMol25; level of theory: ωB97M-V/def2-TZVPD.

Geometry as XYZ:
```
51
Properties=species:S:1:pos:R:3:forces:R:3
C -0.9423 -2.2655 1.7444 -0.01 -0.06 0.20
O -0.6941 -2.2604 0.3515 0.25 0.08 -0.18
C 0.2647 -1.2836 -0.0348 -1.44 -1.83 1.26
N 1.5370 -1.9300 -0.3360 1.44 0.88 -0.98
C 2.5950 -1.3874 0.1823 -0.24 -0.45 0.21
C 2.7312 -0.9433 1.6198 0.32 0.93 -0.40
C 3.8124 -1.2254 -0.7053 0.21 -0.78 1.01
C -0.2849 -0.6125 -1.2977 0.92 0.41 -0.65
C 0.6166 0.5371 -1.7723 -0.40 0.21 0.28
C 0.9337 1.5028 -0.6402 0.39 -0.03 -0.08
C 1.4871 2.8636 -1.0708 -0.32 -0.44 0.49
C 1.6220 3.7537 0.1688 -0.10 -0.18 -0.46
S 2.8603 3.0845 1.2649 -0.10 -0.36 0.12
O 3.7346 2.1619 0.5892 0.19 0.14 -0.31
O 2.2256 2.5744 2.4410 -0.15 0.15 0.17
O 3.6964 4.3898 1.5980 -0.08 -0.19 0.01
O -1.5598 -0.1006 -1.0518 0.07 -0.09 -0.05
C -2.6709 -0.9019 -1.4412 -0.37 -0.62 0.31
C -3.5916 -1.1244 -0.2452 -0.37 0.59 -0.43
C -5.0751 -1.3298 -0.6346 0.61 -0.05 0.59
C -5.9988 -0.4795 0.2222 0.31 -0.32 0.05
I -5.8449 -1.0928 2.2885 -0.16 0.08 -0.15
H -1.6274 -3.0779 1.9684 -0.03 -0.09 -0.10
H -1.4062 -1.3340 2.0769 0.01 0.09 -0.05
H -0.0209 -2.4234 2.3141 0.04 -0.02 0.03
H 0.3387 -0.5855 0.7990 0.19 0.30 -0.16
H 3.7732 -0.6986 1.8067 0.04 0.03 0.08
H 2.1906 -0.0197 1.8294 -0.16 -0.09 0.22
H 2.4475 -1.7342 2.3083 -0.34 -0.02 -0.05
H 3.9992 -2.1150 -1.3176 0.01 0.19 -0.43
H 4.7025 -1.0252 -0.1162 0.12 0.00 -0.09
H 3.6264 -0.3613 -1.3394 -0.05 -0.07 -0.23
H -0.2621 -1.3516 -2.1039 -0.36 -0.24 0.11
H 0.0723 1.0710 -2.5514 -0.03 -0.10 -0.15
H 1.5229 0.1307 -2.2219 0.10 0.03 -0.02
H 0.0523 1.6624 -0.0171 -0.17 -0.03 -0.09
H 1.6817 1.0323 -0.0030 -0.01 0.05 0.16
H 0.7635 3.3225 -1.7428 0.17 0.19 -0.17
H 2.4533 2.7356 -1.5531 -0.02 0.16 -0.24
H 0.6902 3.6933 0.7255 0.03 0.22 0.22
H 1.8364 4.7888 -0.0781 0.23 0.04 0.12
H 4.5198 4.0723 2.0036 0.15 0.27 0.06
H -3.2254 -0.4059 -2.2398 0.14 0.28 -0.03
H -2.3457 -1.8695 -1.8263 0.21 0.03 -0.10
H -3.5259 -0.2023 0.3355 0.07 -0.05 0.21
H -3.2437 -1.9477 0.3673 0.11 0.02 0.10
H -5.3202 -2.3774 -0.4719 -0.23 -0.08 -0.36
H -5.2090 -1.0693 -1.6855 -0.22 -0.05 -0.07
H -5.6868 0.5590 0.2287 -0.15 0.12 -0.07
H -7.0369 -0.5849 -0.0678 -0.11 0.07 0.13
Li 2.7853 -3.8150 -0.6680 -0.76 0.71 -0.06
```
Positions in Å, forces in eV/Å.

## Properties
* HOMO-LUMO gap: 6.69 eV
* net charge: +1
* largest force on an atom: 0.0515 Eh/bohr
* E_HOMO: -11.02 eV

***

No. 3
A structure of composition C14H28IO5PPd. Source: OMol25; level of theory: ωB97M-V/def2-TZVPD.

Geometry as XYZ:
```
50
Properties=species:S:1:pos:R:3:forces:R:3
Pd -1.3045 -0.6156 -0.3570 0.11 0.01 0.52
O -5.3770 0.0495 0.2673 -0.14 0.03 -0.12
C -4.1832 0.4696 -0.1399 0.02 -0.04 0.13
O -3.3431 0.9223 0.5951 0.08 0.01 -0.10
C -4.0290 0.3147 -1.6354 -0.10 0.04 -0.05
O -2.6766 0.5645 -1.9635 -0.04 0.08 0.01
C -2.3469 0.2027 -3.2910 -0.05 -0.05 -0.04
C -2.5047 -1.3030 -3.5166 0.04 0.05 -0.17
O -3.2078 -1.7496 -4.3796 0.07 0.12 0.10
O -1.8643 -2.1308 -2.6768 -0.03 -0.07 0.10
H -5.4105 0.1017 1.2354 0.09 0.01 -0.04
H -4.6811 1.0388 -2.1389 -0.03 -0.06 0.03
H -4.3456 -0.6946 -1.9203 0.04 0.01 0.07
H -1.3144 0.5228 -3.4424 -0.04 -0.05 -0.02
H -2.9895 0.7071 -4.0172 0.01 -0.05 0.06
I -2.4056 -2.7191 0.8828 -0.14 -0.03 -0.08
C -0.7686 -1.7290 -1.8747 0.43 0.03 0.00
H -0.0710 -1.1040 -2.4523 -0.14 -0.10 0.03
H -0.3044 -2.6592 -1.5484 -0.08 0.19 0.01
C 3.2210 1.6681 0.3571 -0.04 -0.01 0.00
C 1.7180 1.5412 0.1085 -0.07 -0.03 0.09
C 1.4042 1.7183 -1.3779 -0.07 0.05 -0.01
P 0.8284 0.0275 0.7299 0.01 -0.19 -0.35
C 1.9515 -1.4489 0.7220 -0.07 0.01 -0.03
C 2.4891 -1.7323 -0.6799 -0.10 0.00 -0.08
C 3.0771 -1.5000 1.7496 0.01 0.02 0.03
C 0.4873 0.3158 2.5315 -0.15 -0.05 -0.04
C -0.8838 0.9769 2.6714 0.00 -0.04 -0.02
C 1.5262 1.0962 3.3313 0.04 -0.02 -0.06
H 3.5627 2.6508 0.0246 0.00 0.01 -0.01
H 3.7789 0.9238 -0.2108 0.01 -0.01 0.00
H 3.4860 1.5633 1.4057 0.00 0.00 0.06
H 1.2112 2.3513 0.6503 0.00 -0.04 -0.02
H 1.8468 0.9147 -1.9704 0.00 -0.03 -0.02
H 1.8113 2.6620 -1.7442 0.03 0.04 -0.01
H 0.3243 1.7160 -1.5470 0.07 0.00 -0.02
H 1.2353 -2.2453 0.9712 0.02 0.07 -0.03
H 3.2443 -1.0042 -0.9738 0.04 0.03 -0.01
H 1.7003 -1.7225 -1.4341 0.13 0.01 0.08
H 2.9577 -2.7170 -0.7018 0.02 -0.03 -0.01
H 3.8152 -0.7125 1.5921 -0.01 -0.03 0.01
H 3.5937 -2.4586 1.6653 0.02 -0.01 0.00
H 2.6988 -1.4240 2.7669 0.02 -0.01 0.04
H 0.4105 -0.6996 2.9401 0.00 0.02 -0.06
H -0.8982 1.9644 2.2039 -0.01 0.02 -0.01
H -1.1349 1.1026 3.7258 0.00 0.02 0.03
H -1.6667 0.3758 2.2123 -0.03 -0.01 0.04
H 1.5936 2.1291 2.9862 0.02 0.03 -0.02
H 2.5180 0.6540 3.2889 0.06 0.02 0.00
H 1.2203 1.1248 4.3787 -0.01 0.02 0.02
```
Positions in Å, forces in eV/Å.

## Properties
* HOMO-LUMO gap: 7.08 eV
* largest force on an atom: 0.0103 Eh/bohr
* E_HOMO: -7.34 eV